The following is a DFT calculation (the ωB97M-V functional and the def2-TZVPD basis) of a 2-piece molecular cluster, C4H10OS overall in a non-equilibrium geometry.

Each line ends with the Mulliken charge.
CARTESIAN COORDINATES (ANGSTROEM)
C: 1.78 3.15 -0.46  -0.6759
C: 2.35 1.96 -0.24  0.1284
O: 1.74 0.71 0.19  -0.4478
H: 2.36 4.10 -0.35  0.2388
H: 0.68 3.14 -0.45  0.2309
H: 3.53 1.97 -0.06  0.2352
H: 0.72 0.75 0.04  0.1746
C: -1.91 0.17 0.69  -1.0372
C: -1.21 -0.71 -0.35  -0.1481
S: -1.06 -2.56 -0.04  -0.2447
H: -1.93 1.19 0.33  0.3834
H: -3.12 -0.12 0.95  0.2768
H: -1.39 0.29 1.66  0.3741
H: -0.08 -0.46 -0.37  0.0389
H: -1.59 -0.45 -1.39  0.3321
H: -2.19 -2.53 0.93  0.1406

Values from the calculation:
ΔE to the lowest compared entry with this formula, charge and spin = 269.0 kJ/mol
HOMO-LUMO gap = 9.98 eV
Highest occupied orbital energy = -9.18 eV
Calculated total energy = -631.72223 Eh
LUMO energy = 0.80 eV



The following is a DFT calculation (the ωB97M-V functional and the def2-TZVPD basis) of a 2-piece molecular cluster, C3H9O2S overall in a non-equilibrium geometry.

Each line ends with the Mulliken charge.
CARTESIAN COORDINATES (ANGSTROEM)
C: 0.17 0.80 1.51  -0.9169
O: 1.54 1.11 1.36  -0.9400
C: -0.79 0.98 0.27  -0.4111
C: -0.29 -0.11 -0.70  -0.3306
S: -1.71 -0.71 -1.73  -0.3063
H: 0.05 -0.25 1.77  0.3763
H: -0.29 1.52 2.35  0.2452
H: -0.79 2.09 -0.13  0.3003
H: -1.72 0.86 0.82  0.3364
H: 0.53 0.41 -1.27  0.2627
H: 0.18 -0.97 -0.13  0.2554
H: -2.10 0.58 -1.82  0.1012
H: 3.30 -1.27 1.15  0.2598
H: 2.09 -0.39 1.05  0.4405
O: 2.40 -1.26 0.81  -0.6729

Values from the calculation:
ΔE to the lowest compared entry with this formula, charge and spin = 123.9 kJ/mol
HOMO-LUMO gap = 6.33 eV
Total charge = -1
Highest occupied orbital energy = -3.07 eV
Calculated total energy = -668.34665 Eh
LUMO energy = 3.26 eV